1.
The following is a DFT calculation (wB97M-V/def2-TZVPD) of C33H30DyFN6O5 as an isolated structure in a non-equilibrium geometry.

Each line ends with the Mulliken charge.
Cartesian coordinates (Å):
Dy 13.91252 7.37796 7.11036  1.288
F 20.35934 7.06527 4.79146  -0.336
C 20.06326 7.27717 6.10403  -0.075
C 18.72122 7.28811 6.38032  -0.717
C 18.24537 7.33389 7.69609  0.032
C 16.82823 7.27298 7.96589  1.617
O 16.07459 7.08074 6.89086  -0.857
C 16.49530 7.33807 9.36994  -0.019
C 17.49101 7.28351 10.34387  -0.681
N 18.85089 7.18227 10.02796  0.337
C 19.80413 7.20957 11.09089  -0.580
C 19.73555 6.05116 12.17537  -0.738
C 20.78795 6.04658 11.15365  -0.201
C 19.28418 7.34675 8.69766  -0.421
C 20.62345 7.50521 8.41114  -0.033
C 21.08094 7.49864 7.06496  -0.361
N 22.39236 7.79809 6.73120  0.286
C 23.51642 7.08967 7.34062  -0.519
C 24.62685 8.09523 7.62732  -0.729
N 24.97251 8.83787 6.35159  -0.143
C 23.81345 9.51560 5.68585  -0.894
C 22.63808 8.58351 5.52798  -0.431
C 15.07804 7.39986 9.96655  0.496
O 14.91058 7.52522 11.18852  -0.638
O 14.06612 7.36391 9.08904  -0.564
H 18.02293 7.24067 5.56201  0.614
H 17.21443 7.29961 11.38569  0.680
H 20.13825 8.15006 11.49919  0.358
H 18.95642 5.27997 12.01964  0.295
H 19.95118 6.46618 13.16542  0.301
H 20.78505 5.31673 10.29249  0.224
H 21.81897 6.37645 11.47876  0.271
H 21.32030 7.70523 9.22326  0.805
H 23.88060 6.24031 6.72678  0.228
H 23.12104 6.70133 8.28342  0.348
H 25.53218 7.56203 7.96080  0.407
H 24.33212 8.82828 8.38420  0.348
H 25.41507 8.13797 5.71099  0.427
H 25.71153 9.52715 6.57359  0.370
H 24.19064 9.92763 4.74428  0.403
H 23.54402 10.37665 6.29527  0.379
H 22.76751 7.97102 4.61893  0.349
H 21.77154 9.20433 5.38481  0.412
C 13.78529 11.64302 13.02632  -0.665
O 13.18568 12.91484 12.82257  -0.459
C 12.28419 13.07708 11.84907  0.320
C 11.05861 12.38462 11.82972  -0.098
C 10.23432 12.39839 10.71964  -0.499
C 10.63165 13.20832 9.66771  0.139
C 11.51168 14.27974 9.88497  -0.548
C 12.40890 14.15053 10.92157  -0.444
N 10.52558 12.84097 8.36907  0.036
N 9.77128 11.88740 7.98328  -0.647
C 10.20413 11.19545 6.92526  0.320
C 9.30079 10.16263 6.52668  -0.906
C 9.89806 8.97888 6.25912  -0.537
C 11.27908 8.75440 6.38685  0.789
O 11.76147 7.51180 6.54808  -0.832
C 12.17358 9.86208 6.52412  -0.258
N 13.57177 9.61826 6.74255  -0.218
C 14.38273 10.68017 6.58602  -0.090
C 13.92574 11.98275 6.42398  -0.948
C 12.53417 12.23882 6.56904  -0.017
C 11.65380 11.14189 6.71525  0.512
H 14.87185 11.80497 13.16396  0.256
H 13.66119 10.97974 12.18344  0.301
H 13.32963 11.15475 13.90108  0.306
H 10.68405 11.80034 12.66718  0.396
H 9.37771 11.69660 10.59831  0.410
H 11.56087 15.04200 9.13770  0.454
H 13.16690 14.95486 11.00024  0.417
H 8.22181 10.31285 6.63401  0.403
H 9.33439 8.08803 6.02576  0.463
H 15.44598 10.40458 6.58423  0.432
H 14.66273 12.76795 6.20677  0.371
H 12.11592 13.24394 6.53232  0.503

expectation value of S²: 9.726
orbital gap (spin up / spin down): 4.119 / 4.223 eV
multiplicity: 6
E: -80669.135 eV
lowest unoccupied orbital energy (spin up / spin down): -0.222 / -0.221 Ha
highest occupied orbital energy (spin up / spin down): -10.15 / -10.25 eV
molecular weight: 772.1 u
total charge: +2

---

2.
The following is a DFT calculation (wB97M-V/def2-TZVPD) of a 4-piece molecular cluster, CH12NO3 overall in a non-equilibrium geometry.

Each line ends with the Mulliken charge.
Cartesian coordinates (Å):
C -0.32847 -2.02392 0.78722  -0.756
N -0.18364 -0.58183 0.43392  -0.252
H 0.66833 -2.45027 0.95412  0.336
H -0.70124 -2.39601 -0.20911  0.330
H -1.12926 -2.18961 1.52442  0.323
H 0.41630 -0.10737 1.15730  0.367
H 0.52433 -0.55525 -0.45664  0.445
H -1.00471 -0.03820 0.20190  0.260
H -2.97477 1.06840 -0.90579  0.350
H -2.12009 2.14702 -0.65019  0.322
O -2.31787 1.33968 -0.19756  -0.708
H 1.39118 -0.58604 -2.87190  0.345
H 0.30410 0.47068 -2.63990  0.314
O 0.95938 -0.04958 -2.16443  -0.677
H 2.89296 1.91393 1.76422  0.332
H 1.63480 2.47560 1.55140  0.323
O 1.96865 1.56277 1.72102  -0.652

orbital gap: 12.049 eV
E: -8857.909 eV
energy above the lowest of the compared OMol25 structures with the same formula, charge and spin: 114.53 kJ/mol
lowest unoccupied orbital energy: -0.118 Ha
highest occupied orbital energy: -15.26 eV
molecular weight: 86.1 u
total charge: +1

---

3.
The following is a DFT calculation (wB97M-V/def2-TZVPD) of a 7-piece molecular cluster, H14O7 overall.

Each line ends with the Mulliken charge.
Cartesian coordinates (Å):
O -1.33880 0.31017 -0.01714  -0.642
H -1.50636 1.23846 -0.21513  0.364
H -0.61718 0.07060 -0.60947  0.287
O -1.89859 2.87520 0.16461  -0.680
H -2.62158 3.32091 -0.29105  0.339
H -1.16855 2.90991 -0.46374  0.325
O 2.91741 -0.83794 -0.89335  -0.575
H 2.66222 -0.28800 -1.64263  0.289
H 3.85025 -1.02549 -1.04705  0.294
O 1.75407 -1.71293 2.51460  -0.619
H 2.14304 -2.55411 2.24981  0.298
H 2.27779 -1.05416 2.04479  0.310
O 2.88355 3.63250 0.07476  -0.620
H 2.30887 3.54064 0.84306  0.325
H 2.36389 3.26987 -0.65150  0.295
O -5.56601 -0.65920 0.25380  -0.649
H -4.99828 -0.51866 1.01991  0.328
H -4.94869 -0.78431 -0.47575  0.321
O 0.50114 -3.52733 -0.85855  -0.583
H 0.91211 -4.25568 -0.37939  0.296
H 0.08971 -3.95046 -1.62058  0.297

orbital gap: 10.869 eV
E: -14558.988 eV
energy above the lowest of the compared OMol25 structures with the same formula, charge and spin: 238.63 kJ/mol
lowest unoccupied orbital energy: -0.004 Ha
highest occupied orbital energy: -10.97 eV
molecular weight: 126.1 u
SMILES: O.O.O.O.O.O.O

---

4.
The following is a DFT calculation (wB97M-V/def2-TZVPD) of a 2-piece molecular cluster, C3H8N2O overall in a non-equilibrium geometry.

Each line ends with the Mulliken charge.
Cartesian coordinates (Å):
C -2.04200 4.15038 0.19086  -0.720
C -1.24587 3.50151 1.04528  0.011
N -0.15787 2.69156 0.64065  -0.488
H -1.77511 4.10521 -0.85611  0.206
H -2.81288 4.77937 0.60846  0.255
H -1.53887 3.29616 2.07178  0.305
H 0.69958 3.01190 1.03938  0.224
H -0.08898 2.66513 -0.36596  0.208
N 0.95525 -3.03281 0.40308  -0.415
C 1.26365 -3.20306 -0.91075  0.177
O 1.07191 -4.23173 -1.51613  -0.504
H 1.03087 -2.14995 0.88392  0.245
H 1.34057 -3.70270 1.06412  0.237
H 1.62672 -2.29567 -1.41718  0.258

orbital gap: 9.590 eV
E: -8267.378 eV
energy above the lowest of the compared OMol25 structures with the same formula, charge and spin: 187.99 kJ/mol
lowest unoccupied orbital energy: 0.026 Ha
highest occupied orbital energy: -8.87 eV
molecular weight: 88.1 u
SMILES: C=CN.NC=O

---

5.
The following is a DFT calculation (wB97M-V/def2-TZVPD) of C17H15N5O7RuS2 as an isolated structure in a non-equilibrium geometry.

Each line ends with the Mulliken charge.
Cartesian coordinates (Å):
Ru 0.21802 0.77856 -0.48045  0.699
C 1.45932 -6.06262 1.55715  -1.396
C 1.12911 -4.61660 1.79250  0.810
C 0.80605 -4.14796 3.06140  -0.828
C 0.54471 -2.80607 3.28451  -0.660
C 0.58494 -1.91298 2.22596  0.183
C 0.91484 -2.36294 0.95279  -0.006
C 1.18743 -3.70216 0.74181  -1.053
S 0.13285 -0.22933 2.60157  1.393
O 0.61877 0.09285 3.90534  -0.704
O -1.28671 -0.08211 2.37971  -0.654
N 0.96506 0.69350 1.47648  -0.059
C 1.36344 1.93152 1.94919  -0.641
C 0.14039 3.11938 1.50414  0.724
O 0.16887 4.04608 2.25879  -0.429
O -0.46862 2.76357 0.48930  -0.312
H 1.03541 -6.69550 2.33422  0.380
H 2.54321 -6.19566 1.56290  0.303
H 1.09258 -6.39817 0.58808  0.375
H 0.76119 -4.83776 3.89450  0.376
H 0.31520 -2.43483 4.27531  0.452
H 1.01133 -1.67648 0.12242  0.551
H 1.46363 -4.04366 -0.24827  0.410
H 2.23184 2.34416 1.43863  0.241
H 1.43699 1.99049 3.03251  0.439
N 6.33997 1.54025 0.62261  -0.420
C 5.41192 1.54534 -0.06379  0.465
N 4.39322 1.53667 -0.88621  -0.470
C 3.18672 1.34629 -0.88885  0.585
N 2.01268 1.17820 -1.03754  -0.638
N -1.78277 -0.04622 -0.40015  -0.250
C -2.09791 0.92843 -1.38826  0.532
C -3.15422 1.82487 -1.25074  -1.068
C -3.39054 2.73387 -2.26256  -0.733
C -2.55417 2.76225 -3.37930  -0.025
C -1.46613 1.92706 -3.50481  -1.066
C -1.22817 0.99470 -2.49707  0.793
S -3.07650 3.80947 -4.79237  1.242
O -3.57932 5.00870 -4.16639  -0.656
O -1.88396 3.95343 -5.59281  -0.677
O -4.09121 2.92481 -5.33877  -0.638
H -2.29273 0.03461 0.47301  0.305
H -1.82388 -1.00148 -0.74057  0.240
H -3.77816 1.79989 -0.36492  0.416
H -4.21834 3.42931 -2.21803  0.456
H -0.83928 1.99263 -4.38407  0.532
H -0.45706 0.22165 -2.63886  0.483

expectation value of S²: 6.032
orbital gap (spin up / spin down): 5.582 / 3.882 eV
multiplicity: 5
E: -63901.451 eV
energy above the lowest of the compared OMol25 structures with the same formula, charge and spin: 42.99 kJ/mol
lowest unoccupied orbital energy (spin up / spin down): -0.108 / -0.170 Ha
highest occupied orbital energy (spin up / spin down): -8.51 / -8.50 eV
molecular weight: 566.5 u

---

6.
The following is a DFT calculation (wB97M-V/def2-TZVPD) of one molecule with the formula C6H12N2 in a non-equilibrium geometry.

Each line ends with the Mulliken charge.
Cartesian coordinates (Å):
C 0.51114 -1.25446 0.53266  -0.813
C -0.14751 -0.25666 1.39500  0.713
C 0.30942 -0.67016 -0.81753  0.143
C 0.48908 -0.01628 2.71983  -1.048
C -0.95346 -1.02783 -1.59663  -1.287
C 0.29796 1.77721 -1.46197  -0.934
N -0.20133 1.01964 0.73452  -0.982
N 0.18218 0.76117 -0.49666  0.739
H 0.49836 -2.35878 0.57969  0.255
H -1.18203 -0.63934 1.59433  0.132
H 1.10285 -0.73408 -1.54224  0.254
H 1.14435 -0.94080 2.88646  0.232
H -0.16617 0.12281 3.65349  0.278
H 1.02993 0.94808 2.59154  0.323
H -1.07186 -0.26194 -2.35878  0.350
H -1.78913 -1.00106 -0.94722  0.338
H -1.11595 -2.05099 -2.03624  0.332
H 1.08734 2.60105 -1.26579  0.313
H 0.58113 1.54670 -2.53888  0.324
H -0.60629 2.43573 -1.62558  0.338

orbital gap (spin up / spin down): 5.695 / 4.788 eV
E: -9390.974 eV
energy above the lowest of the compared OMol25 structures with the same formula, charge and spin: 566.92 kJ/mol
lowest unoccupied orbital energy (spin up / spin down): -0.015 / -0.029 Ha
highest occupied orbital energy (spin up / spin down): -6.10 / -5.58 eV
molecular weight: 112.2 u

---

7.
The following is a DFT calculation (wB97M-V/def2-TZVPD) of one molecule with the formula C16H19BrN4O3S.

Each line ends with the Mulliken charge.
Cartesian coordinates (Å):
N 4.53594 1.63757 -1.07660  -0.369
C 3.30987 2.04226 -0.68955  0.254
N 3.15868 3.31215 -0.30288  -0.668
C 1.97207 3.73351 0.08418  -0.123
C 0.84667 2.92299 0.08157  -0.331
Br -0.83847 3.61442 0.57773  -0.174
C 0.97531 1.59413 -0.29930  0.376
C 2.22481 1.14792 -0.65699  -0.161
S 2.48460 -0.54161 -1.11453  1.120
O 1.25261 -1.27759 -1.02407  -0.527
O 3.18729 -0.58700 -2.36970  -0.738
N 3.63134 -1.07098 -0.01300  -0.237
C 3.30373 -1.13921 1.39395  -0.870
C 2.11818 -2.05072 1.72793  -0.485
C 0.81415 -1.26419 1.62523  0.307
O 0.77676 -0.06813 1.84529  -0.616
N -0.28050 -2.00738 1.38304  -0.100
C -1.57540 -1.41335 1.13542  -0.711
C -1.97988 -1.52824 -0.34174  -0.413
C -3.21679 -0.71638 -0.59992  0.122
C -4.47552 -1.29724 -0.51570  -0.514
C -5.61709 -0.53897 -0.70740  -0.574
C -5.51426 0.81452 -0.97855  -0.396
C -4.26446 1.40421 -1.06269  -0.748
C -3.12606 0.64167 -0.87618  0.117
H 5.22478 2.35647 -1.22186  0.293
H 4.59167 0.78217 -1.60874  0.207
H 1.91693 4.76859 0.39331  0.397
H 0.14106 0.91260 -0.31111  0.250
H 4.03897 -1.92156 -0.37475  0.288
H 3.05306 -0.12314 1.71423  0.329
H 4.20480 -1.45955 1.92114  0.439
H 2.09907 -2.91576 1.06446  0.379
H 2.20638 -2.39822 2.75995  0.436
H -0.15996 -2.95705 1.06786  0.290
H -1.50382 -0.36382 1.42937  0.405
H -2.32309 -1.90255 1.76870  0.301
H -2.16164 -2.57819 -0.58305  0.524
H -1.14607 -1.18057 -0.95514  0.092
H -4.56263 -2.35360 -0.30236  0.371
H -6.58935 -1.00584 -0.64275  0.376
H -6.40503 1.40726 -1.12498  0.378
H -4.17341 2.45997 -1.26968  0.419
H -2.15532 1.10841 -0.95015  0.284

orbital gap: 8.920 eV
E: -109881.847 eV
energy above the lowest of the compared OMol25 structures with the same formula, charge and spin: 20.46 kJ/mol
lowest unoccupied orbital energy: 0.015 Ha
highest occupied orbital energy: -8.50 eV
molecular weight: 427.3 u
SMILES: Nc1ncc(Br)cc1S(=O)(=O)NCCC(=O)NCCc1ccccc1

---

8.
The following is a DFT calculation (wB97M-V/def2-TZVPD) of a 2-piece molecular cluster, C4H8O2 overall.

Each line ends with the Mulliken charge.
Cartesian coordinates (Å):
C 2.06382 0.56538 0.08993  -1.257
C 0.62415 0.12437 0.13718  0.367
O -0.23164 0.84120 1.01182  -0.407
C -0.42547 1.02464 -0.37169  -0.060
C -1.69543 0.53784 -0.99774  -0.161
O -2.64074 0.08466 -0.40245  -0.427
H 2.11629 1.65811 0.05667  0.331
H 2.56089 0.16444 -0.79989  0.318
H 2.61117 0.22422 0.97386  0.305
H 0.43415 -0.95144 0.12278  0.378
H -0.08958 1.98619 -0.76926  0.329
H -1.71294 0.64759 -2.10263  0.307
H -1.74679 -1.76581 1.67443  0.166
H -1.96553 -1.10813 1.40115  -0.187

orbital gap: 10.936 eV
E: -8370.133 eV
energy above the lowest of the compared OMol25 structures with the same formula, charge and spin: 303.85 kJ/mol
lowest unoccupied orbital energy: 0.031 Ha
highest occupied orbital energy: -10.10 eV
molecular weight: 88.1 u
SMILES: C[C@H]1O[C@@H]1C=O.[H][H]